Density functional theory data (wB97M-V/def2-TZVPD) for a 2-piece molecular cluster, C2H4ClN7S overall.

## Properties
strongest force on any atom: 0.1153 hartree/bohr
ΔE to the lowest compared entry with this formula, charge and spin: 96.1 kJ/mol
lowest unoccupied orbital energy: 0.24 eV
gap between HOMO and LUMO: 8.70 eV
highest occupied orbital energy: -8.46 eV
molar mass: 193.6 u

Last column: natural (NBO) charge in e.
CARTESIAN COORDINATES (ANGSTROEM)
C1 -3.380724 0.013682 -1.457138  0.174
C2 -1.932159 -0.998794 -0.156111  0.212
N1 -4.067830 -0.738134 -0.674618  -0.252
N2 -1.009100 0.753251 -1.444278  -0.214
N3 0.108096 0.647689 -0.964957  0.207
N4 -3.168500 -1.476894 0.056286  -0.372
N5 -2.083030 -0.033813 -1.087600  -0.224
N6 1.179106 0.989518 -0.830051  0.046
N7 2.615753 -0.639413 0.427148  -0.741
S1 -0.526822 -1.585250 0.545443  -0.284
Cl1 3.555003 -1.795908 -0.520157  0.039
H1 -3.800594 0.607886 -2.283675  0.239
H2 -3.458842 -2.182592 0.708249  0.437
H3 2.084128 -1.273961 0.968498  0.378
H4 3.218118 -0.068877 0.834151  0.355

Atoms 1-3, force components in eV/Å:
C -0.84 1.27 -0.24
C 0.75 -1.86 1.39
N -1.28 -1.75 -0.50